(1)
ORCA calculation (wB97M-V/def2-TZVPD) on a structure of composition C5H8N at a distorted geometry.

Cartesian coordinates (Å):
C 1.443864 -0.965924 0.189436
C -0.054379 1.530260 0.429796
C 0.956941 -0.241472 -0.940751
C 0.927882 0.453280 0.335335
C -0.536280 0.355528 -0.471569
N -1.599145 -0.491458 0.078071
H 0.992142 -1.876748 0.450135
H 2.544618 -1.044044 0.215262
H -0.301352 1.791392 1.440459
H 0.009335 2.530438 -0.168688
H 1.462953 0.048761 -2.221339
H -2.461999 0.086597 0.410373
H -1.459375 -1.082784 0.958263
H -1.925203 -1.093826 -0.704779

Forces on the atoms, in the same order (eV/Å):
2.1223 -0.1801 0.7874
0.9457 2.1039 -1.7131
-1.2220 4.0205 -5.0063
-0.9241 -0.8863 -2.0502
2.9102 0.2288 0.6578
-2.4275 -0.8582 1.8158
-0.8908 -0.9488 1.0237
-0.5486 0.0916 0.2590
-1.0926 -0.4234 0.4612
0.5687 -1.9810 0.9903
-1.7278 -1.0043 4.5320
1.8039 -0.8126 -1.2192
0.4411 0.4190 -1.3402
0.0418 0.2309 0.8019

Results
LUMO level = -0.1386 Eh
Electronic energy = -249.56438 a.u.
E_HOMO = -13.44 eV
Energy relative to the best compared isomer or geometry (same formula, charge and spin) = 7.0956 eV
Total charge = +1

(2)
ORCA calculation (wB97M-V/def2-TZVPD) on the ion C5H8N with charge +1 at a distorted geometry.

Cartesian coordinates (Å):
C -2.389866 -0.956006 -0.499396
C -1.287575 -0.532660 -0.137268
C 1.333485 -1.386974 0.024888
C 1.004216 -0.047944 -0.276019
C -0.319207 1.715175 0.252752
N -0.230850 0.293140 0.075550
H -3.155382 -1.627700 -0.889828
H 2.075959 -1.269111 0.908906
H 2.139990 -1.740682 -0.616467
H 1.599833 0.738052 -0.222596
H 0.455833 2.285370 -0.256456
H -1.346394 2.231471 0.070948
H -0.037273 1.990067 1.249466
H 0.157229 -1.692204 0.315524

Forces on the atoms, in the same order (eV/Å):
2.9062 -0.0742 0.6552
-3.8420 -0.5069 -0.7161
-0.5096 -0.5036 1.3443
-3.8863 -2.4145 2.8956
-2.6626 3.5801 0.5374
1.9405 1.1838 -2.6270
0.2264 0.7401 0.4283
-1.6051 -0.0857 -0.4316
-0.9134 -1.2765 -0.7822
3.2099 3.2322 -0.7079
-0.2562 -0.4483 -0.8971
1.7686 -1.4608 0.0339
-0.3401 -0.3598 1.0795
3.9638 -1.6057 -0.8123

Results
LUMO level = -0.2094 Eh
Electronic energy = -249.61749 a.u.
E_HOMO = -14.78 eV
Energy relative to the best compared isomer or geometry (same formula, charge and spin) = 5.6507 eV
Total charge = +1

(3)
ORCA calculation (wB97M-V/def2-TZVPD) on the ion C5H8N with charge +1 at a distorted geometry.

Cartesian coordinates (Å):
C 1.392013 -1.319403 -0.305317
C 0.338774 -1.175287 -1.199367
C 0.638296 -0.267810 0.352642
C 1.172582 1.045940 0.731990
C -1.834717 0.152791 -0.452594
N -0.679466 -0.716966 -0.094963
H 2.381718 -1.705322 -0.360820
H 1.043868 1.906263 0.046860
H 2.276917 0.885007 0.916686
H 0.699855 1.480816 1.632319
H -1.813979 0.572642 -1.406431
H -2.667755 -0.483943 -0.446778
H -1.939697 1.100547 0.241082
H -1.008408 -1.475275 0.344694

Forces on the atoms, in the same order (eV/Å):
-3.1329 1.7178 0.8677
0.2400 -0.5575 -0.4747
1.5642 -1.9840 -1.1423
0.4867 1.2192 0.9277
0.4893 2.4050 2.3986
2.1373 4.5011 -2.1242
0.5502 0.0908 0.0488
0.0656 -0.8382 -0.4156
-1.2922 0.3636 -0.1620
0.2139 -0.6716 -0.0037
0.8863 0.3131 -1.7830
-1.3379 -0.6120 0.4656
0.2092 -2.3256 -0.8685
-1.0797 -3.6217 2.2657

Results
LUMO level = -0.1775 Eh
Electronic energy = -249.62584 a.u.
E_HOMO = -14.57 eV
Energy relative to the best compared isomer or geometry (same formula, charge and spin) = 5.4233 eV
Total charge = +1

(4)
ORCA calculation (wB97M-V/def2-TZVPD) on a structure of composition C5H8N at a distorted geometry.

Cartesian coordinates (Å):
C 0.795209 0.658092 1.225822
C 0.700508 0.018202 -0.722758
C 0.335803 -0.232830 -1.960627
C 1.770595 0.742727 0.124508
C -1.850562 -0.514879 0.825798
N -0.059476 0.065016 0.466051
H 0.777063 0.913769 2.201002
H -0.640485 -0.680112 -1.999960
H 1.187093 -0.160121 -2.652957
H 1.886485 1.755710 -0.051793
H 2.671066 0.323018 0.217160
H -1.889011 -1.538883 0.372645
H -2.473766 0.179807 0.282180
H -1.835849 -0.681850 1.800091

Forces on the atoms, in the same order (eV/Å):
-0.0702 -2.0387 -3.5418
0.5872 1.6689 0.6640
1.5299 -0.4294 1.2094
-2.2010 0.2983 -0.6685
3.2929 -0.5747 -5.5881
-5.6081 -1.6593 2.0923
-0.3871 0.8463 3.0612
-0.1926 -0.0875 -1.1558
-1.2001 -0.1390 -0.4426
0.4052 2.1811 -1.1149
3.5129 -1.8439 0.5710
0.3423 1.0792 -0.0597
0.0760 0.3679 0.4907
-0.0873 0.3310 4.4827

Results
LUMO level = -0.1699 Eh
Electronic energy = -249.66659 a.u.
E_HOMO = -14.81 eV
Energy relative to the best compared isomer or geometry (same formula, charge and spin) = 4.3146 eV
Total charge = +1